[1]
Molecular formula: C20H25N3OS
Method: DFT, wB97M-V/def2-TZVPD

Element x y z (Å)
C1 -3.74250 -7.18240 -2.73974
H1 -4.19333 -8.17356 -2.71972
O1 -3.20496 -6.98146 -1.45799
C2 -2.58075 -5.79051 -1.19862
C3 -2.41134 -4.75783 -2.10885
C4 -1.77086 -3.58838 -1.73372
C5 -1.27277 -3.41253 -0.44333
C6 -1.43023 -4.47167 0.45947
C7 -2.07654 -5.62949 0.09123
H2 -2.19663 -6.43916 0.79355
H3 -1.02754 -4.39698 1.45738
N1 -0.59587 -2.26459 -0.06596
C8 -0.65479 -1.78029 1.29796
H4 0.30655 -1.94679 1.80503
C9 -0.99563 -0.29503 1.33992
N2 0.01278 0.47229 0.63341
C10 -0.06495 1.81999 0.66915
S1 -1.30527 2.59599 1.44452
N3 0.89178 2.54506 0.00184
H5 0.64535 3.53152 0.00234
C11 2.31091 2.37756 0.26102
H6 2.52817 1.32445 0.43616
H7 2.85458 2.71110 -0.62848
C12 2.76621 3.20103 1.48161
C13 2.56101 4.66840 1.23278
C14 3.52732 5.40911 0.56299
C15 3.31759 6.74630 0.27902
C16 2.13377 7.35872 0.65560
C17 1.16497 6.62913 1.32212
C18 1.37696 5.29158 1.60983
H8 0.61594 4.73137 2.13489
H9 0.23924 7.09914 1.61902
H10 1.96902 8.40224 0.43136
H11 4.07878 7.31199 -0.23844
H12 4.45237 4.93384 0.26688
H13 3.82112 2.99107 1.66624
H14 2.18856 2.88302 2.35211
C19 0.69546 -0.24405 -0.42486
H15 1.01815 0.46978 -1.18500
C20 -0.25418 -1.26465 -1.04951
H16 0.25080 -1.75229 -1.88891
H17 -1.13901 -0.73427 -1.43797
H18 1.57355 -0.77000 -0.03026
H19 -1.98593 -0.12145 0.89853
H20 -1.03495 0.05514 2.37515
H21 -1.42734 -2.32125 1.84760
H22 -1.67627 -2.80632 -2.46987
H23 -2.77949 -4.83900 -3.11971
H24 -2.96636 -7.15527 -3.51249
H25 -4.51340 -6.44059 -2.97530

Cartesian forces (eV/Å) of the 6 atoms listed first:
C -0.070 -0.024 -0.176
H 0.016 0.074 -0.059
O 0.152 0.110 0.291
C 0.033 0.048 0.009
C -0.185 -0.416 -0.038
C 0.147 0.224 0.184

Calculated values
strongest force on any atom	0.6	eV/Å
SMILES string	COc1ccc(N2CCN(C(=S)NCCc3ccccc3)CC2)cc1
relative energy (zero: lowest compared OMol25 entry of this formula, charge and spin)	1.9097	eV
HOMO level	-7.38	eV
HOMO-LUMO gap	8.0	eV

[2]
Molecular formula: C20H25N5O9P2PtS
Method: DFT, wB97M-V/def2-TZVPD

Element x y z (Å)
Pt1 -1.26850 -0.34176 -2.38139
C1 1.04545 3.13262 -5.50979
C2 -0.12696 2.19282 -5.19828
O1 0.29207 0.83972 -5.26069
P1 -1.43463 2.38881 -6.47428
O2 -1.69200 3.93610 -6.52665
O3 -0.71109 2.14638 -7.87159
O4 -2.60601 1.52025 -6.26343
P2 -0.90162 2.70185 -3.59876
O5 0.37747 2.93285 -2.62530
O6 -1.59050 3.99647 -3.85958
O7 -1.69593 1.59425 -2.93245
H1 1.43328 2.90487 -6.50191
H2 1.83911 2.96765 -4.77990
H3 0.75004 4.18058 -5.47923
H4 0.86062 0.65246 -4.50350
H5 -1.82757 4.24079 -5.59064
H6 -0.80440 1.22582 -8.14587
H7 0.65121 3.85758 -2.64853
C3 4.28703 -0.37272 9.83250
O8 3.91321 -1.51470 9.08520
C4 3.36028 -1.31195 7.86204
C5 3.19262 -0.06497 7.27384
C6 2.61283 0.01620 6.01319
C7 2.20599 -1.12119 5.33841
C8 2.38062 -2.37278 5.93571
C9 2.95145 -2.46447 7.18365
N1 1.62499 -0.91399 4.05536
N2 1.31966 -1.95838 3.45649
C10 0.74136 -1.84383 2.17626
C11 0.60605 -3.05730 1.53241
C12 0.08341 -3.19662 0.24726
C13 -0.33286 -2.07777 -0.44734
O9 -0.84019 -2.14435 -1.65751
C14 -0.22263 -0.80753 0.20656
N3 -0.68083 0.25810 -0.52290
C15 -0.68859 1.46304 -0.00423
C16 -0.21115 1.69225 1.29276
C17 0.28274 0.65761 2.03673
C18 0.29448 -0.65890 1.50880
H8 4.65069 -0.74222 10.78693
H9 3.43269 0.28760 10.00105
H10 5.08392 0.18503 9.33381
H11 3.50626 0.83863 7.77496
H12 2.47649 0.97891 5.53697
H13 2.06193 -3.25995 5.40757
H14 3.09611 -3.42227 7.66573
H15 0.93768 -3.93346 2.07482
H16 0.00092 -4.16785 -0.22062
H17 -1.08227 2.25118 -0.62523
H18 -0.23786 2.69734 1.68928
H19 0.66356 0.82462 3.02965
C19 -3.98106 -3.03107 -2.59648
N4 -4.44049 -1.83455 -3.29072
C20 -3.67431 -1.03572 -4.03094
N5 -4.20688 0.04320 -4.57628
S1 -2.00026 -1.41188 -4.33574
H20 -4.68858 -3.24756 -1.79862
H21 -2.99468 -2.86037 -2.17256
H22 -3.93361 -3.88265 -3.27484
H23 -5.41221 -1.58670 -3.19097
H24 -5.11459 0.37553 -4.29320
H25 -3.61397 0.65831 -5.14798

Cartesian forces (eV/Å) of the 6 atoms listed first:
Pt -0.107 0.074 0.153
C 0.001 -0.039 -0.014
C -0.042 0.069 0.013
O 0.011 -0.028 -0.001
P -0.003 -0.048 -0.001
O -0.003 0.022 -0.015

Calculated values
strongest force on any atom	0.4	eV/Å
relative energy (zero: lowest compared OMol25 entry of this formula, charge and spin)	0.0000	eV
HOMO level	-7.50	eV
HOMO-LUMO gap	7.0	eV

[3]
Molecular formula: C20H25N6O3RuS
Method: DFT, wB97M-V/def2-TZVPD

Element x y z (Å)
Ru1 0.54757 0.00164 0.19250
N1 3.00766 0.24382 1.21678
N2 2.86611 0.34836 2.60568
C1 1.56407 0.08696 3.17656
O1 1.52451 -0.26421 4.32480
O2 0.62042 0.31337 2.36834
H1 3.74594 -0.41052 0.95756
H2 3.22136 1.15957 0.80983
H3 3.63590 0.03656 3.19101
C2 -3.94363 -0.56807 -0.32359
C3 -2.66499 -0.06091 -0.07619
N3 -1.59938 -0.83151 -0.01121
C4 -1.72563 -2.16430 -0.14896
C5 -2.98146 -2.77020 -0.39571
C6 -4.09870 -1.92421 -0.50037
C7 -3.06650 -4.18922 -0.50271
C8 -1.97165 -4.96947 -0.32244
C9 -0.69345 -4.39526 -0.06764
C10 0.45935 -5.17041 0.14264
C11 1.66181 -4.54262 0.36660
C12 1.70756 -3.14574 0.36091
N4 0.63791 -2.40195 0.17887
C13 -0.55933 -2.98735 -0.01461
H4 -4.79110 0.09784 -0.37045
H5 -2.51147 1.00204 0.07325
H6 -5.06640 -2.35312 -0.71236
H7 -4.03135 -4.62764 -0.70723
H8 -2.04354 -6.04504 -0.36328
H9 0.38156 -6.24712 0.13234
H10 2.56178 -5.10799 0.53855
H11 2.64658 -2.62487 0.50138
C14 -2.14472 3.95942 2.06238
C15 -1.47111 3.89428 0.70823
S1 0.01283 2.81762 0.91899
O3 0.33263 2.28545 -0.46534
C16 1.31044 4.09520 1.18379
C17 1.71122 4.73604 -0.12571
H12 -3.08175 4.50469 1.99821
H13 -1.51811 4.46750 2.79061
H14 -2.36099 2.96156 2.43631
H15 -1.16773 4.87432 0.34688
H16 -2.09212 3.41319 -0.04484
H17 2.14806 3.57425 1.64515
H18 0.90920 4.81172 1.89622
H19 2.09648 3.98924 -0.81655
H20 2.49364 5.46898 0.05048
H21 0.87157 5.24034 -0.59639
N5 1.44751 0.98453 -2.79457
C18 1.51051 0.64197 -4.08876
C19 1.45838 -0.73661 -4.14974
C20 1.36153 -1.15047 -2.82387
N6 1.35469 -0.09633 -2.00637
H22 1.38599 1.91659 -2.40018
H23 1.60594 1.36303 -4.87441
H24 1.48767 -1.35234 -5.02434
H25 1.29672 -2.15261 -2.44704

Cartesian forces (eV/Å) of the 6 atoms listed first:
Ru 1.023 -1.983 0.008
N -1.029 0.641 -1.001
N -0.482 0.059 0.484
C 2.938 -0.830 0.803
O -0.438 0.295 -0.070
O -2.784 -0.272 -3.633

Calculated values
strongest force on any atom	4.6	eV/Å
relative energy (zero: lowest compared OMol25 entry of this formula, charge and spin)	0.0000	eV
2S+1	2
<S²>	0.7621
HOMO level (alpha / beta)	-14.67 / -14.69	eV
HOMO-LUMO gap (alpha / beta)	6.5 / 6.4	eV
charge	+2

[4]
Molecular formula: C20H25NO4S2
Method: DFT, wB97M-V/def2-TZVPD

Element x y z (Å)
C1 -5.78754 -2.12242 1.27448
C2 -4.50159 -1.79096 0.52692
C3 -3.41154 -1.21431 1.43176
C4 -3.71333 0.21844 1.87908
O1 -3.86054 1.11461 0.79419
C5 -2.77062 1.58660 0.14399
C6 -3.03882 2.43067 -0.93803
C7 -2.01016 2.99672 -1.66041
C8 -0.69102 2.72255 -1.33680
C9 -0.41649 1.87556 -0.27099
C10 -1.44652 1.31979 0.47704
H1 -1.18630 0.68954 1.31212
C11 0.99029 1.61626 0.16174
O2 1.39117 1.98553 1.24979
N1 1.80043 0.98700 -0.73690
C12 1.28139 0.23701 -1.87185
C13 1.18265 -1.21914 -1.54805
C14 2.03954 -2.22549 -1.87174
C15 1.66072 -3.47276 -1.32442
C16 0.52714 -3.39369 -0.58515
S1 -0.10763 -1.79608 -0.54322
H2 0.01670 -4.17446 -0.05765
H3 2.21467 -4.38120 -1.47484
H4 2.91346 -2.09048 -2.48363
H5 0.29734 0.63074 -2.12982
H6 1.95352 0.37936 -2.72415
C17 3.17963 0.69255 -0.37424
C18 3.34558 -0.19827 0.84589
H7 3.02551 -1.22277 0.69044
H8 2.89556 0.23608 1.73283
S2 5.15729 -0.15678 0.99955
O3 5.59040 -0.20160 2.36658
O4 5.70586 -1.13899 0.10180
C19 5.40520 1.50562 0.26686
C20 4.00186 1.95949 -0.08384
H9 3.54462 2.48271 0.75605
H10 3.99384 2.62310 -0.94998
H11 5.89842 2.13590 0.99788
H12 6.03793 1.36541 -0.60462
H13 3.63260 0.17349 -1.22599
H14 0.11733 3.17126 -1.89472
H15 -2.23513 3.65772 -2.48386
H16 -4.06953 2.63498 -1.18091
H17 -4.67750 0.25660 2.39169
H18 -2.94290 0.57401 2.57343
H19 -2.46428 -1.22635 0.88944
H20 -3.30041 -1.83411 2.32341
H21 -4.11788 -2.70034 0.05932
H22 -4.71501 -1.07292 -0.26713
H23 -6.50417 -2.58575 0.60054
H24 -5.58770 -2.81430 2.09024
H25 -6.24401 -1.22616 1.68589

Cartesian forces (eV/Å) of the 6 atoms listed first:
C 0.161 0.041 -0.191
C 0.048 -0.039 0.182
C -0.179 0.345 -0.281
C 0.156 -0.446 0.348
O -0.081 0.162 -0.226
C 0.119 0.181 -0.249

Calculated values
strongest force on any atom	0.8	eV/Å
SMILES string	CCCCOc1cccc(C(=O)N(Cc2cccs2)[C@H]2CCS(=O)(=O)C2)c1
relative energy (zero: lowest compared OMol25 entry of this formula, charge and spin)	0.0000	eV
HOMO level	-8.84	eV
HOMO-LUMO gap	9.4	eV

[5]
Molecular formula: C20H26AuN3S
Method: DFT, wB97M-V/def2-TZVPD

Element x y z (Å)
Au1 -2.15194 1.62141 -0.73704
C1 3.78963 -3.61386 1.21046
C2 2.90065 -3.24377 0.01524
C3 3.46526 -3.88952 -1.25829
C4 1.50336 -3.81423 0.25820
C5 2.88074 -1.72435 -0.14517
C6 4.08227 -1.05090 -0.43972
C7 4.14125 0.31798 -0.59652
C8 2.96533 1.05116 -0.46136
S1 2.68586 2.74947 -0.59766
C9 0.97180 2.47308 -0.26563
N1 0.66062 1.23920 -0.06143
C10 1.76077 0.40964 -0.16644
C11 1.72619 -0.97758 -0.00384
C12 0.03839 3.62000 -0.23502
C13 0.57189 4.89265 -0.01591
C14 -0.24188 6.00842 0.05554
C15 -1.61168 5.85077 -0.10104
C16 -2.13946 4.58824 -0.33343
C17 -1.34390 3.43975 -0.41111
H1 3.80296 -4.69715 1.35155
H2 3.41560 -3.15240 2.12623
H3 4.81730 -3.28066 1.06145
H4 3.45708 -4.97770 -1.16266
H5 4.49264 -3.57913 -1.44876
H6 2.86442 -3.61676 -2.12802
H7 1.56413 -4.90150 0.33067
H8 0.82458 -3.57031 -0.56172
H9 1.07215 -3.44220 1.18961
H10 4.99841 -1.61843 -0.54242
H11 5.08265 0.80381 -0.81741
H12 0.77481 -1.43151 0.23988
H13 1.64020 5.01282 0.12545
H14 0.18727 6.98460 0.23938
H15 -2.26847 6.71065 -0.04549
H16 -3.20926 4.49576 -0.47437
N2 -5.23974 0.90797 0.01929
C18 -4.65732 0.31330 1.22411
C19 -4.22074 -1.11290 0.92363
C20 -2.88735 -1.23832 0.21327
N3 -2.80690 -0.42738 -1.01982
H17 -5.38946 1.90254 0.12938
H18 -6.14128 0.48732 -0.17564
H19 -5.35024 0.30475 2.07422
H20 -3.78873 0.90692 1.52022
H21 -5.00842 -1.60388 0.33991
H22 -4.12915 -1.68245 1.85223
H23 -2.71422 -2.29717 -0.00315
H24 -2.08085 -0.90157 0.86673
H25 -3.68011 -0.45104 -1.53559
H26 -2.07711 -0.79555 -1.62200

Cartesian forces (eV/Å) of the 6 atoms listed first:
Au 0.104 -0.090 0.064
C -0.007 -0.009 0.004
C 0.011 -0.003 0.000
C -0.026 0.001 0.002
C 0.010 -0.003 0.009
C 0.002 0.001 -0.004

Calculated values
strongest force on any atom	0.3	eV/Å
HOMO level	-7.83	eV
HOMO-LUMO gap	8.4	eV

[6]
Molecular formula: C20H26B2N6O13S
Method: DFT, wB97M-V/def2-TZVPD

Element x y z (Å)
C1 0.77430 1.84634 1.96396
C2 2.29090 2.01856 2.00242
O1 2.79769 3.07169 1.73467
N1 3.19343 0.88076 2.38645
C3 2.88231 0.62511 3.80487
N2 3.07444 -0.19869 1.52248
C4 3.02185 -0.06610 0.12844
C5 3.06038 1.18519 -0.71980
C6 1.70893 1.47036 -1.44019
S1 1.39085 3.26993 -1.31114
C7 -0.35756 3.29444 -1.46778
N3 -1.19983 4.02962 -0.86325
N4 -2.42402 3.63917 -1.33808
C8 -2.27538 2.72495 -2.19967
O2 -0.93412 2.44891 -2.32461
C9 2.93420 -1.26502 -0.45857
C10 2.82430 -1.54948 -1.91109
C11 1.36514 -1.96623 -2.22272
O3 1.34058 -2.82107 -3.37883
C12 0.66279 -3.97268 -3.10692
O4 1.16593 -5.05391 -3.26239
N5 2.96710 -2.18768 0.61246
B1 2.89286 -3.64914 0.33718
O5 3.45870 -4.20010 -0.79035
N6 2.24783 -4.52806 1.30743
C13 2.97219 -5.81678 1.39763
C14 0.82384 -4.75261 0.94256
C15 3.06590 -1.50613 1.74744
C16 3.17198 -2.23384 3.05482
H1 0.39231 2.65419 1.33801
H2 0.36269 1.98789 2.96545
H3 0.48531 0.89212 1.51379
H4 2.50065 1.55145 4.23895
H5 2.07819 -0.10609 3.94045
H6 3.77438 0.35097 4.36573
H7 3.35490 2.08643 -0.18259
H8 3.83039 1.04254 -1.47993
H9 1.84199 1.25701 -2.50086
H10 0.86790 0.92570 -1.01254
H11 -3.00683 2.20470 -2.79365
H12 3.04352 -0.69222 -2.54179
H13 3.47430 -2.36356 -2.23191
H14 0.74310 -1.08514 -2.40208
H15 0.91905 -2.52437 -1.38757
H16 -0.38657 -3.92341 -2.76139
H17 2.78830 -4.45459 -1.44142
H18 2.52945 -6.59381 0.76681
H19 2.91259 -6.17267 2.43348
H20 4.03583 -5.72974 1.16949
H21 0.53807 -5.79401 1.08438
H22 0.60454 -4.50935 -0.10969
H23 0.19942 -4.13092 1.59121
H24 3.71555 -1.68862 3.82025
H25 3.67703 -3.19331 2.96641
H26 2.16325 -2.46969 3.40615
B2 -7.41292 4.29134 -0.83811
O6 -8.82720 3.93323 -1.06703
C17 -9.35000 3.53727 0.08940
O7 -10.48027 3.17773 0.25125
C18 -8.27356 3.61776 1.15880
O8 -8.40248 3.33298 2.31520
O9 -7.15286 4.05851 0.59793
O10 -6.51207 3.46982 -1.68055
C19 -5.80812 4.28271 -2.44979
O11 -4.98297 3.92933 -3.24790
C20 -6.21473 5.71504 -2.15063
O12 -5.76953 6.69653 -2.67236
O13 -7.15008 5.69870 -1.20881

Cartesian forces (eV/Å) of the 6 atoms listed first:
C 0.646 -0.053 -0.249
C -0.210 1.232 -0.958
O -0.055 -0.967 0.741
N -0.330 0.934 0.531
C -0.152 -0.178 0.254
N -0.382 -0.938 -1.368

Calculated values
strongest force on any atom	2.5	eV/Å
HOMO level	-8.33	eV
HOMO-LUMO gap	6.4	eV

Q: The highest strongest force on any atom belongs to which entry?
A: C20H25N6O3RuS

Q: What is the formula in the third record?
A: C20H25N6O3RuS